1.
ORCA calculation (ωB97M-V/def2-TZVPD) on a cluster of 9 separate species, C37H66Br4NO17S4 in total.

Last column: Löwdin charge in e.
Element x y z (Å)
Br (3.421, -1.776, -2.171)  0.677
Br (-3.028, -3.252, 0.125)  0.649
Br (4.194, 0.740, 0.244)  0.711
Br (-5.335, -6.607, 0.840)  0.566
S (-4.146, -2.205, -3.630)  0.698
S (0.947, 2.674, -7.756)  0.643
S (-3.425, -0.487, 5.882)  0.737
S (2.384, 2.369, 5.548)  0.657
O (-2.275, 0.881, -1.340)  0.166
O (-3.414, -1.639, -4.985)  -0.274
O (0.219, 3.230, -6.676)  -0.290
O (7.132, -5.017, 1.386)  0.101
O (2.475, -2.695, 2.542)  0.079
O (-3.466, 0.522, 4.848)  -0.302
O (1.969, 3.371, -8.532)  -0.276
O (-2.489, 0.073, 7.275)  -0.228
O (1.634, 1.272, -7.230)  -0.243
O (2.807, 1.485, 4.446)  -0.323
O (-4.714, -1.033, 6.385)  -0.286
O (-5.613, -2.211, -3.900)  -0.307
O (-1.445, 3.732, -1.995)  0.053
O (1.627, 1.331, 6.586)  -0.273
O (1.570, 3.488, 5.285)  -0.265
O (2.093, 7.733, -3.502)  0.135
O (-3.621, -1.503, -2.451)  -0.364
N (-1.338, 0.628, -0.353)  0.120
C (6.102, -4.398, 1.698)  -0.356
C (-3.933, -1.830, -6.265)  -0.304
C (-0.092, -1.487, -1.020)  0.018
C (0.482, -0.034, 1.865)  -0.118
C (4.839, -0.440, -2.351)  -0.646
C (5.410, -0.205, -0.972)  -0.691
C (-2.351, -1.793, 5.417)  -0.134
C (6.029, -3.045, 2.346)  0.053
C (-0.293, 1.976, -8.930)  -0.096
C (-1.039, 0.044, 2.113)  -0.135
C (-1.598, 1.071, 7.104)  -0.380
C (-3.261, 0.740, 1.351)  0.015
C (0.720, 6.731, -1.857)  0.059
C (-5.492, -4.623, 1.151)  -0.599
C (0.965, 0.344, 0.398)  -0.187
C (-1.695, 0.934, 1.083)  -0.406
C (1.248, 6.893, -3.213)  -0.375
C (-0.575, 4.599, -2.314)  -0.384
C (0.616, 5.894, -4.070)  0.043
C (-2.152, 2.491, 7.381)  -0.050
C (3.656, -4.513, 1.714)  -0.006
C (2.356, 0.137, 6.900)  -0.302
C (-0.142, 5.694, -1.502)  0.016
C (-4.918, -3.877, -0.082)  -0.620
C (4.837, -5.090, 1.527)  0.026
C (-3.629, -4.022, -3.632)  -0.084
C (-1.390, 2.426, 1.356)  0.009
C (3.772, 3.008, 6.702)  -0.058
C (-0.136, 4.853, -3.656)  0.004
C (4.792, -2.444, 2.498)  0.035
C (0.782, 0.275, -6.558)  -0.291
C (3.533, -3.203, 2.194)  -0.409
C (0.561, 1.038, -1.956)  0.023
C (-0.025, 0.093, -0.754)  -0.373
C (1.545, -0.491, -5.552)  -0.100
C (1.812, -0.984, 6.081)  -0.070
C (-2.854, -1.871, -7.330)  -0.040
H (-1.393, -0.979, 1.985)  0.104
H (1.986, -0.760, 5.029)  0.061
H (-1.010, 1.110, 6.188)  0.106
H (-1.901, -1.670, -6.841)  0.068
H (-0.128, 0.657, -6.096)  0.116
H (-0.531, 4.183, -4.406)  0.106
H (2.776, -5.136, 1.776)  0.131
H (-0.431, 2.832, 1.032)  0.084
H (4.558, 3.411, 6.063)  0.069
H (1.940, 0.126, -4.746)  0.060
H (3.429, 0.183, 6.715)  0.106
H (-0.896, 1.246, -8.391)  0.047
H (5.653, -0.871, -2.934)  0.069
H (-2.610, 2.838, 6.455)  0.075
H (-1.418, 0.389, 3.075)  0.110
H (6.909, -2.469, 2.590)  0.115
H (-3.856, 1.594, 1.027)  0.099
H (0.591, 6.003, -5.144)  0.126
H (-3.490, -0.254, 0.966)  0.058
H (0.869, -1.001, 2.186)  0.083
H (-4.325, -4.458, -2.915)  0.036
H (-0.858, -1.671, -1.773)  0.072
H (1.020, 7.365, -1.036)  0.121
H (-2.597, 2.563, 8.374)  0.086
H (0.459, 2.093, -1.704)  0.065
H (-1.816, 3.207, 0.726)  0.082
H (0.235, 1.701, -9.843)  0.076
H (-1.646, 2.670, 2.387)  0.114
H (6.319, 0.378, -1.119)  0.066
H (2.398, -1.888, 6.248)  0.090
H (-4.447, -2.790, -6.240)  0.105
H (0.905, -1.915, -1.124)  0.023
H (1.196, 1.409, 0.374)  0.091
H (-5.042, -4.457, 2.130)  0.044
H (-1.288, 3.125, 7.581)  0.069
H (-3.898, -4.516, -4.566)  0.062
H (-5.512, -2.977, -0.242)  0.062
H (4.588, 0.488, -2.863)  0.072
H (4.810, -6.168, 1.587)  0.134
H (-3.019, -1.064, -8.044)  0.073
H (-4.774, -1.167, -6.466)  0.128
H (1.570, 0.824, -2.310)  0.060
H (-1.532, -1.524, 4.750)  0.059
H (-1.877, -2.213, 6.304)  0.076
H (-1.096, 2.687, -9.124)  0.070
H (-3.429, 0.578, 2.416)  0.063
H (2.424, -0.173, 7.943)  0.128
H (-2.955, -2.783, -7.918)  0.084
H (-0.856, 0.999, 7.899)  0.117
H (-5.035, -4.518, -0.956)  0.017
H (-0.482, 5.659, -0.477)  0.112
H (-2.586, -4.299, -3.476)  0.071
H (0.001, 0.843, -2.871)  0.078
H (4.216, 2.214, 7.302)  0.052
H (0.759, -1.173, 6.287)  0.071
H (0.997, -1.354, -5.174)  0.089
H (5.838, -1.118, -0.559)  0.054
H (-0.456, -1.905, -0.081)  0.039
H (0.461, -0.593, -7.134)  0.111
H (1.793, -0.342, 0.223)  0.031
H (2.451, -0.862, -6.030)  0.090
H (4.607, -1.591, 3.134)  0.113
H (1.004, 0.659, 2.524)  0.100
H (-6.543, -4.341, 1.210)  0.062
H (3.184, 3.630, 7.375)  0.067
H (-2.865, -2.659, 5.000)  0.078

Output
**Gap between HOMO and LUMO**: 6.5 eV
**E_tot**: -14671.38153 a.u.
**HOMO**: -12.14 eV
**Total charge**: +1


2.
ORCA calculation (ωB97M-V/def2-TZVPD) on a structure of composition C6H10FNO5S.

Last column: natural (NBO) charge in e.
Element x y z (Å)
S (-1.065, -3.550, 0.951)  2.615
F (-2.466, -3.982, 0.389)  -0.478
O (0.734, -1.622, 1.536)  -0.522
O (1.399, -0.507, 3.281)  -0.519
O (-0.158, -4.370, 0.316)  -0.874
O (-1.085, -2.096, 0.255)  -0.703
O (-1.238, -3.528, 2.328)  -0.875
N (-0.262, 0.324, 0.368)  -0.349
C (1.018, -1.803, -0.782)  -0.701
C (1.006, -0.489, 2.195)  0.786
C (-1.652, 0.626, 0.750)  -0.421
C (0.715, 0.743, 1.355)  -0.341
C (0.137, -1.517, 0.269)  0.598
C (-0.048, 0.935, -0.983)  -0.462
H (-1.991, 1.521, 0.335)  0.214
H (-2.197, -0.042, 0.114)  0.219
H (1.548, 0.961, 0.781)  0.236
H (-0.894, 1.032, -1.663)  0.225
H (0.504, 1.893, -1.005)  0.213
H (0.429, 1.598, 2.036)  0.241
H (0.950, -2.208, -1.756)  0.231
H (2.016, -1.465, -0.480)  0.191
H (0.694, 0.358, -1.586)  0.252
H (-1.739, 0.288, 1.816)  0.225

Output
**Gap between HOMO and LUMO**: 8.0 eV
**E_tot**: -1163.49169 a.u.
**HOMO**: -7.67 eV
**Energy relative to the best compared isomer or geometry (same formula, charge and spin)**: 75.5 kcal/mol
**Total charge**: 0


3.
ORCA calculation (ωB97M-V/def2-TZVPD) on a cluster of 8 separate species, C22H39N2O31S8 in total.

Last column: Löwdin charge in e.
Element x y z (Å)
S (-5.364, 0.451, -0.696)  0.946
S (2.003, 1.067, -0.136)  0.588
S (-10.195, -3.702, -3.010)  0.619
S (-0.357, 0.182, 4.203)  0.631
S (4.738, 4.128, -1.121)  0.644
S (-3.831, 5.100, -0.003)  0.604
S (5.106, -4.812, 1.823)  0.593
S (10.043, 1.452, -2.019)  0.605
O (3.846, 3.789, -0.069)  -0.224
O (1.105, -0.423, 3.945)  -0.175
O (5.311, -5.142, 3.191)  -0.239
O (-11.255, -4.587, -3.333)  -0.215
O (-0.240, 0.340, 5.801)  -0.182
O (0.469, 1.451, -0.111)  -0.192
O (9.227, 0.447, -2.963)  -0.178
O (-3.436, 6.142, -0.881)  -0.219
O (11.354, 0.547, -1.822)  -0.185
O (-4.797, 4.102, -0.810)  -0.196
O (5.579, 2.815, -1.493)  -0.170
O (-0.647, -4.083, 1.713)  0.034
O (4.610, -3.291, 1.745)  -0.192
O (-4.935, 5.681, 1.017)  -0.190
O (10.399, 2.599, -2.771)  -0.208
O (-0.421, 1.480, 3.633)  -0.215
O (-1.314, -0.818, 3.906)  -0.198
O (-2.894, 4.342, 0.741)  -0.216
O (-9.694, -3.563, -1.692)  -0.230
O (9.376, 1.533, -0.771)  -0.225
O (2.154, -0.177, 0.535)  -0.242
O (5.961, 4.992, -0.512)  -0.188
O (2.506, 1.290, -1.448)  -0.221
O (4.303, 4.755, -2.316)  -0.210
O (-10.561, -2.246, -3.580)  -0.184
O (-7.027, -1.692, -0.923)  0.001
O (-8.955, -4.005, -3.984)  -0.180
O (3.758, -5.512, 1.317)  -0.193
O (2.554, 2.239, 0.819)  -0.249
O (6.115, -5.021, 0.844)  -0.239
O (-2.445, -2.845, 2.069)  0.068
N (-6.565, -2.979, 0.786)  0.053
N (-5.787, -1.849, 0.824)  0.028
C (-6.241, 5.346, 0.540)  -0.173
C (1.917, -0.222, 5.103)  -0.161
C (-0.804, -1.612, -0.625)  -0.254
C (-1.495, -3.340, 1.233)  -0.498
C (-9.538, -1.806, -4.484)  -0.159
C (-8.968, -3.078, -5.074)  -0.165
C (10.070, -0.637, -3.369)  -0.158
C (1.527, 3.237, 0.949)  -0.166
C (2.678, -4.556, 1.370)  -0.156
C (-7.303, -2.817, -0.273)  -0.228
C (0.950, -0.306, 6.266)  -0.167
C (-2.798, -0.354, 0.306)  -0.345
C (-3.792, 0.815, 0.158)  -0.464
C (-1.472, -3.021, -0.261)  -0.111
C (-1.823, -0.464, -0.879)  -0.264
C (-6.025, -1.083, -0.177)  -0.652
C (6.981, 3.066, -1.341)  -0.175
C (-6.067, 4.012, -0.153)  -0.182
C (0.231, 2.463, 0.870)  -0.150
C (11.068, -0.795, -2.241)  -0.161
C (7.073, 4.123, -0.264)  -0.163
C (3.332, -3.231, 1.080)  -0.153
H (7.368, 3.437, -2.295)  0.138
H (2.255, -4.577, 2.375)  0.131
H (-9.959, -1.149, -5.241)  0.134
H (6.948, 3.687, 0.730)  0.136
H (2.700, -0.974, 5.156)  0.138
H (11.977, -1.299, -2.555)  0.135
H (-0.002, 1.965, 1.812)  0.084
H (-0.160, -1.787, -1.500)  0.085
H (2.749, -2.392, 1.449)  0.117
H (-6.553, 6.122, -0.164)  0.130
H (10.630, -1.329, -1.395)  0.137
H (1.905, -4.805, 0.650)  0.132
H (1.621, 3.934, 0.119)  0.119
H (1.638, 3.776, 1.888)  0.136
H (-9.617, -3.480, -5.855)  0.132
H (-2.021, -2.474, 2.856)  0.073
H (3.509, -3.105, 0.011)  0.139
H (0.705, -1.343, 6.505)  0.134
H (-4.061, 1.140, 1.180)  0.069
H (-2.352, -0.764, -1.814)  0.021
H (7.496, 2.161, -1.069)  0.089
H (-6.855, 3.815, -0.875)  0.134
H (-0.147, -1.359, 0.231)  0.071
H (8.008, 4.676, -0.301)  0.135
H (-6.023, 3.192, 0.567)  0.114
H (1.327, 0.191, 7.156)  0.133
H (-2.218, -0.198, 1.230)  0.092
H (-3.388, -1.282, 0.382)  0.051
H (-3.310, 1.692, -0.301)  0.061
H (-8.786, -1.262, -3.909)  0.136
H (-6.949, 5.299, 1.363)  0.133
H (2.370, 0.770, 5.033)  0.135
H (-7.966, -2.940, -5.471)  0.139
H (10.565, -0.354, -4.301)  0.134
H (-8.047, -3.584, -0.521)  0.106
H (-0.608, 3.090, 0.576)  0.122
H (9.481, -1.536, -3.531)  0.140
H (-2.519, -2.983, -0.609)  0.105
H (-1.005, -3.889, -0.746)  0.097

Output
**Gap between HOMO and LUMO**: 2.9 eV
**E_tot**: -6488.88473 a.u.
**HOMO**: -1.40 eV
**Total charge**: -1


4.
ORCA calculation (ωB97M-V/def2-TZVPD) on the molecule C6H12O2.

Last column: natural (NBO) charge in e.
Element x y z (Å)
O (-0.917, -0.535, -1.010)  -0.536
O (1.258, -0.540, -1.020)  -0.528
C (-1.052, 2.039, -0.135)  -0.354
C (0.093, 1.293, 0.092)  -0.238
C (-2.175, -0.962, -0.490)  -0.268
C (0.097, -0.156, -0.152)  0.509
C (0.282, -1.093, 1.095)  -0.667
C (2.456, 0.033, -0.511)  -0.298
H (-0.459, -1.130, 1.796)  0.214
H (2.633, 1.095, -0.955)  0.159
H (3.298, -0.432, -0.981)  0.205
H (-1.816, 1.587, -0.702)  0.194
H (-2.591, -0.206, 0.282)  0.162
H (-3.029, -1.096, -1.231)  0.213
H (-2.014, -1.844, 0.161)  0.178
H (0.965, 1.587, 0.642)  0.204
H (2.599, 0.350, 0.558)  0.177
H (-1.452, 2.949, 0.392)  0.211
H (1.227, -0.858, 1.515)  0.221
H (0.598, -2.082, 0.657)  0.240

Output
**Gap between HOMO and LUMO**: 10.3 eV
**E_tot**: -386.16559 a.u.
**HOMO**: -9.45 eV
**Energy relative to the best compared isomer or geometry (same formula, charge and spin)**: 97.0 kcal/mol
**Total charge**: 0